# 1
14
Properties=species:S:1:pos:R:3:forces:R:3 method="wB97M-V/def2-TZVPD" e_tot_ev=-36608.7037 charge=+1 max_force_ev_per_a=4.05 homo_energy_ha=-0.4144 relative_energy_ev=3.341
C -0.954 -2.124 0.052 -0.6993 -0.3740 3.4377
C -0.150 1.269 0.079 0.1033 -1.1540 -2.4263
N 0.383 2.680 0.165 1.1521 -1.0830 -3.7276
Si 0.868 -1.985 -0.235 -1.5205 1.9796 -0.7354
Cl 2.438 -2.101 0.922 0.1845 -0.1500 0.6437
Cl 1.320 -2.269 -2.135 0.1847 -0.1413 -0.3280
H -1.460 -1.469 0.927 1.5289 -1.2934 -2.1231
H -1.490 -2.000 -0.872 -0.0305 0.1786 -0.4311
H -1.105 -3.189 0.414 0.0078 0.9334 -0.4676
H -1.060 1.301 -0.528 0.2999 0.0832 -0.0936
H -0.427 0.832 0.990 -0.0195 0.2885 1.7896
H 0.391 3.185 -0.771 -1.0511 -0.9882 1.0539
H 1.395 2.659 0.213 0.2180 0.0937 1.6132
H -0.150 3.213 0.780 -0.3583 1.6270 1.7946

=====

# 2
18
Properties=species:S:1:pos:R:3:forces:R:3 method="wB97M-V/def2-TZVPD" e_tot_ev=-11032.5541 charge=+1 smiles="C[NH2+][C@H](C)C1=CN1F" max_force_ev_per_a=3.97 homo_energy_ha=-0.5019 relative_energy_ev=6.044
C 2.214 0.909 0.648 -3.3766 -0.6277 -0.8349
C 0.954 0.516 0.550 1.8005 1.3395 -0.5637
C -0.756 1.669 -0.751 -2.1236 -0.1316 0.3085
C -0.675 -1.918 0.624 2.3122 -0.8298 -0.6152
C -0.499 0.635 0.263 -0.4765 -1.4787 3.5666
N 1.958 -0.435 0.282 1.0420 -2.0433 1.7100
N -0.907 -0.737 -0.289 3.7279 0.4587 -1.2858
F 2.133 -0.687 -1.184 -0.6272 0.8039 -0.7172
H 2.947 1.653 0.630 1.1008 0.6462 0.3185
H -1.649 1.443 -1.321 -0.0600 -0.3551 -0.4821
H -1.060 2.574 -0.294 0.4077 1.2169 0.5205
H 0.100 1.728 -1.329 1.3417 0.6961 -1.5627
H -0.912 -1.635 1.627 -0.6477 0.1730 0.5073
H -1.181 -2.820 0.273 -0.4051 0.5433 0.0083
H 0.405 -2.213 0.655 -0.8231 0.6266 -0.2740
H -0.990 0.751 1.298 0.2347 0.0315 -1.6742
H -0.202 -0.633 -1.198 -2.5044 -1.7000 2.0855
H -1.880 -0.801 -0.486 -0.9233 0.6303 -1.0154

=====

# 3
24
Properties=species:S:1:pos:R:3:forces:R:3 method="wB97M-V/def2-TZVPD" e_tot_ev=-12612.0528 max_force_ev_per_a=0.55 homo_energy_ha="-0.2502 / -0.2502" relative_energy_ev=6.026
C 0.665 -0.480 0.159 -0.0554 0.2912 0.0229
C -0.856 -0.901 -0.047 -0.0557 0.0657 0.1114
C -0.618 1.432 0.426 -0.0395 -0.3725 0.3305
C -0.724 -1.742 -1.279 0.2119 -0.0460 -0.0349
C 1.249 -0.456 1.552 -0.0749 -0.0196 -0.0897
C 1.535 0.153 -0.908 -0.0867 -0.0128 0.0559
C -1.447 1.799 -0.746 -0.0389 -0.0881 -0.0459
C 0.147 -2.024 -0.085 -0.2493 0.2045 -0.0097
O -1.270 1.404 1.593 0.2226 -0.0919 -0.4952
O 0.506 -3.011 0.591 0.0200 0.1810 -0.0077
H -0.649 1.268 2.323 0.0398 -0.0039 -0.0269
H -1.727 -0.686 0.550 0.0059 0.0358 0.0088
H 0.395 1.813 0.463 0.0654 -0.0936 0.0247
H -1.520 -2.468 -1.426 0.0357 0.0109 0.0290
H -0.330 -1.338 -2.213 -0.0389 0.0399 0.0415
H 1.863 1.172 -0.660 0.0000 -0.0137 0.0091
H 1.554 0.554 1.862 -0.0044 0.0260 -0.0192
H 2.140 -1.087 1.589 -0.0263 -0.0016 -0.0114
H 0.551 -0.875 2.278 -0.0099 -0.0155 -0.0222
H 1.052 0.191 -1.884 -0.0123 -0.0190 0.0019
H 2.442 -0.447 -1.017 -0.0204 0.0182 0.0030
H -2.431 1.336 -0.693 0.0372 -0.0034 0.0286
H -1.572 2.890 -0.759 0.0570 -0.0833 0.0617
H -0.955 1.504 -1.670 0.0171 -0.0083 0.0335

=====

# 4
22
Properties=species:S:1:pos:R:3:forces:R:3 method="wB97M-V/def2-TZVPD" e_tot_ev=-37595.2043 charge=+1 max_force_ev_per_a=3.01 homo_energy_ha=-0.4689
N -0.511 -3.718 1.993 0.3509 -2.4889 -1.6521
C 0.603 -3.352 1.355 -0.0735 0.1998 0.5379
N 1.767 -3.852 1.775 0.0791 0.0672 0.0280
N 0.448 -2.505 0.280 -0.2977 0.4416 -0.5514
S 1.329 -0.996 0.484 0.4973 0.4852 0.0878
H -1.167 -4.059 1.281 -0.8671 1.1067 0.4322
H -0.342 -4.513 2.611 -0.0798 0.5424 0.6224
H 2.567 -3.265 1.979 0.2173 -0.1721 -0.8380
H 1.837 -4.860 1.814 0.1740 0.1367 0.9025
H 0.786 -2.994 -0.550 0.3193 0.1244 0.1211
H 0.874 -0.296 -0.608 -0.2468 -0.5483 0.4667
C -1.781 3.399 -0.741 -0.1181 -0.1101 0.5510
C -0.413 3.984 -0.464 -0.1310 0.5465 -0.2440
O 0.504 2.945 -0.844 -0.2977 -0.5648 0.0219
S -0.114 2.120 -2.072 -0.3322 0.8543 0.2570
O 0.438 2.601 -3.278 0.0513 -0.3746 -0.2038
O -0.085 0.732 -1.730 0.1226 0.0488 -0.2245
O -1.619 2.646 -1.953 0.4767 -0.0247 -0.0847
H -2.087 2.712 0.050 -0.0077 0.0268 -0.0033
H -2.542 4.164 -0.870 -0.0024 -0.0785 -0.2599
H -0.277 4.251 0.580 0.1866 -0.2166 0.0087
H -0.216 4.856 -1.091 -0.0210 -0.0018 0.0244

=====

# 5
23
Properties=species:S:1:pos:R:3:forces:R:3 method="wB97M-V/def2-TZVPD" e_tot_ev=-37879.7227 max_force_ev_per_a=6.14 spin_multiplicity=3 homo_energy_ha="-0.2750 / -0.3589" relative_energy_ev=0.554
C -2.590 -1.210 1.042 -2.0318 0.5661 -0.0327
C -1.674 -2.084 0.502 -0.3468 0.9431 1.0881
C -2.614 0.198 0.770 2.3374 -4.1898 -1.0816
C -0.619 -1.521 -0.188 2.7916 -2.8007 -0.8175
C -1.601 0.665 -0.049 -0.6942 0.6280 1.4441
C -0.540 -0.205 -0.416 -1.7351 3.3035 -0.5625
C 0.496 2.005 -1.228 1.1715 -1.3405 -4.0796
C 0.673 0.491 -0.912 0.7368 0.7801 0.0927
N 3.108 -0.840 0.054 -1.4066 1.7247 1.4249
O 2.899 -1.539 -0.909 -2.5539 -2.7554 -4.8512
O 4.133 -0.835 0.678 3.6608 1.0460 3.5862
O 2.647 1.793 0.643 -0.9217 -1.7542 -0.2991
P 1.902 0.511 0.460 2.1043 2.4694 -0.8853
Cl 1.117 -0.098 2.123 -0.4600 -0.5935 1.1538
H -3.471 -1.646 1.595 1.1893 0.5560 -0.3459
H -1.780 -3.073 0.889 0.4650 -0.8350 -0.5856
H -3.389 0.643 1.260 -1.7379 2.1479 0.6787
H 0.340 -2.069 -0.532 -1.8815 0.2592 0.6872
H -1.596 1.755 -0.190 0.2566 -0.7543 -0.2714
H 0.274 2.439 -0.355 -0.8857 2.1496 3.0809
H 1.502 2.466 -1.577 -1.9606 -0.8471 0.2394
H -0.400 2.146 -1.939 1.7267 -0.1478 0.7896
H 1.185 0.008 -1.721 0.1759 -0.5552 -0.4531

=====

# 6
41
Properties=species:S:1:pos:R:3:forces:R:3 method="wB97M-V/def2-TZVPD" e_tot_ev=-64744.3418 max_force_ev_per_a=6.17 homo_energy_ha=-0.2729
O 3.078 -0.831 4.531 -0.4168 1.5271 -4.3533
C 2.972 -0.421 3.346 -0.2328 -1.4887 4.0801
C 1.518 0.065 2.894 0.1678 0.7174 -0.0567
N 1.328 0.121 1.415 1.3354 3.0103 -3.6117
C 1.827 1.116 0.462 -1.5290 -2.1429 -1.1094
N 2.567 2.174 0.869 -0.1669 -0.9708 -0.6124
C 3.055 3.230 -0.057 -0.9926 1.3738 -0.6550
C 2.520 4.671 0.489 0.2899 -0.6189 -1.0994
O 2.500 4.757 1.931 0.6988 -0.5392 -0.8441
N 1.425 0.809 -0.906 -0.7118 -1.9079 3.6685
C 0.641 -0.403 -0.821 2.8612 3.3787 4.2995
I -0.272 -1.437 -2.479 0.5628 0.8248 1.5846
N 0.627 -0.710 0.588 -1.6266 -3.4404 -2.8110
C -0.107 -1.869 1.159 -1.7707 -1.0193 0.5396
C -1.542 -1.385 1.773 0.2634 0.9482 0.5219
C -1.887 0.156 1.432 0.4265 -0.1031 0.7556
S -3.708 0.544 1.716 0.7354 -0.0121 0.4068
H 3.921 -0.384 2.715 -1.3669 0.1584 0.1386
H 1.423 1.161 3.252 0.0447 -1.6445 -0.4381
H 0.685 -0.526 3.416 1.4295 0.7514 -0.9090
H 2.780 2.214 1.875 -0.1761 0.2863 -1.0000
H 2.545 3.101 -1.080 0.8286 -0.1521 1.6307
H 4.177 3.216 -0.245 -1.3764 -0.1856 0.6656
H 1.456 4.812 0.089 1.4534 -0.2167 0.9966
H 3.164 5.467 -0.012 -0.7278 -0.8826 0.8560
H 3.362 4.451 2.295 -0.7098 0.6428 -0.5173
H 0.486 -2.433 1.963 -0.5466 1.1204 -1.2458
H -0.366 -2.664 0.366 0.8658 1.6161 0.8381
H -2.415 -2.021 1.416 1.3653 0.6342 0.5011
H -1.454 -1.432 2.922 -0.4419 -0.1539 -1.7451
H -1.697 0.438 0.341 -0.3768 -0.4725 1.5181
H -1.243 0.834 2.107 -1.0301 -0.8842 -1.2017
H -3.808 0.773 3.081 0.5940 -0.3104 -1.0277
C -3.097 -2.948 -5.745 0.0519 0.4282 -0.9112
F -2.685 -3.442 -6.935 -0.2320 0.0080 0.6341
F -1.973 -2.801 -4.991 0.0170 -0.0434 0.2319
F -3.542 -1.694 -5.998 0.0438 -0.5039 0.3114
S -4.375 -4.018 -4.918 -1.7073 -1.4426 0.8094
O -3.715 -5.305 -4.730 0.3194 0.9878 -0.3105
O -5.488 -4.059 -5.857 1.0466 0.4884 0.1481
O -4.683 -3.326 -3.669 0.7381 0.2338 -0.6768

=====

# 7
53
Properties=species:S:1:pos:R:3:forces:R:3 method="wB97M-V/def2-TZVPD" e_tot_ev=-78652.9891 charge=-1 max_force_ev_per_a=2.80 spin_multiplicity=3 homo_energy_ha="-0.0828 / -0.0909" relative_energy_ev=1.808
O -1.898 0.252 -4.243 -0.6390 -0.4811 -0.7796
C -2.911 -0.735 -4.607 -0.0285 -0.1064 0.3395
C -2.734 -0.524 -6.114 0.4368 0.3683 0.8308
H -3.903 -0.449 -4.239 0.2007 -0.1472 0.1733
H -2.625 -1.735 -4.267 -0.1754 0.1774 0.1677
C -1.678 0.521 -5.657 0.0799 0.0916 -0.7328
H -3.605 -0.106 -6.610 0.0555 -0.0636 -0.1631
H -2.322 -1.383 -6.635 -0.0785 0.0503 -0.1623
C -2.040 1.946 -6.026 0.0960 0.2519 0.0628
H -3.072 2.188 -5.749 0.1809 -0.0788 0.0491
H -1.935 2.097 -7.107 -0.0144 -0.0868 0.1105
H -1.362 2.648 -5.528 -0.1489 -0.0620 -0.0013
C -0.260 0.182 -6.063 0.2248 0.0769 0.0478
H -0.011 -0.855 -5.811 -0.0558 0.1883 0.0322
H 0.444 0.852 -5.556 -0.0598 -0.1590 -0.0250
H -0.129 0.313 -7.143 -0.0585 -0.0194 0.0954
Ni 0.962 -0.016 2.890 0.7221 -0.0734 -0.0667
C 2.956 -1.301 3.925 -0.2249 -1.5725 0.3249
C 1.834 -2.040 4.446 1.2281 -0.9773 -1.7952
C 1.044 -2.429 3.325 0.7208 0.0826 0.1804
H 1.673 -2.470 5.428 0.1437 0.5764 -0.1383
C 1.703 -2.028 2.133 0.8326 0.6910 0.6089
C 2.895 -1.300 2.524 -1.0744 -0.9504 -0.0893
H 3.626 -0.917 1.830 0.0747 0.1937 0.0269
H 3.739 -0.833 4.493 -0.0159 0.0868 0.2596
H 0.130 -2.989 3.380 -0.2141 -0.2714 0.0145
H 1.494 -2.376 1.135 -0.2763 0.2193 -0.1875
C 1.840 1.935 4.630 0.5382 1.4162 -2.3543
C 2.592 1.696 3.447 -0.4172 1.9310 1.1476
C 1.773 1.959 2.311 -1.3222 -0.6386 0.2975
H 3.645 1.491 3.395 0.1953 -0.0283 0.0914
C 0.434 2.243 2.806 1.2930 0.0615 0.0475
C 0.471 2.179 4.204 0.9455 1.0272 -0.5413
H -0.374 2.316 4.851 -0.0986 0.0876 0.1982
H 2.295 2.219 5.575 -0.4009 -0.8432 0.0326
H 2.088 2.099 1.286 0.1016 -0.2110 0.0582
H -0.381 2.578 2.182 -0.2194 -0.2981 0.0637
O -0.289 -0.161 1.337 -1.1675 -0.1876 -1.2701
C 0.281 0.148 0.018 -0.1427 0.2804 0.8926
C -0.540 -0.654 -0.956 -0.0559 -0.5726 0.0304
H 1.357 -0.091 0.032 -0.4861 0.0043 0.0985
H 0.157 1.229 -0.119 0.0808 -0.1195 -0.0644
C -1.905 -0.755 -0.264 -0.0118 0.5351 -0.2700
H -0.102 -1.655 -1.043 -0.0669 0.0606 -0.0943
H -0.587 -0.198 -1.941 -0.0534 -0.0051 -0.0704
C -1.546 -0.903 1.193 1.0511 0.0271 0.3085
H -2.515 -1.577 -0.628 -0.0719 -0.0682 -0.0592
H -2.446 0.184 -0.413 -0.0726 -0.0980 -0.0520
H -1.336 -1.952 1.447 -0.0859 0.2128 0.0782
H -2.273 -0.484 1.899 0.2367 -0.0838 -0.1838
S 0.832 -0.087 5.715 -1.1602 -0.3603 2.1849
C 1.999 -0.137 6.909 -0.6914 -0.1263 2.1528
N 2.513 -0.137 7.975 0.1498 -0.0085 -1.9059

=====

# 8
18
Properties=species:S:1:pos:R:3:forces:R:3 method="wB97M-V/def2-TZVPD" e_tot_ev=-9358.4436 max_force_ev_per_a=6.33 homo_energy_ha=-0.3071 relative_energy_ev=5.993
C 1.349 -1.363 -0.584 0.2157 -0.1630 -3.3171
C 0.088 0.434 -0.906 -0.7967 2.9537 2.8560
C 0.362 0.484 0.720 1.9842 0.6784 3.0557
C -1.002 1.192 1.222 4.9059 2.2688 0.9541
C -0.907 -0.497 -0.293 -3.2638 -2.4053 -4.8648
C 0.308 -1.072 0.417 -1.8564 -0.0855 3.6894
H 2.486 -1.274 -0.561 -1.6091 -1.2844 1.3509
H 0.891 -2.238 -1.111 1.5212 -0.0720 0.3737
H 1.910 0.577 -1.273 -1.9213 -3.3885 -1.9557
H -0.185 1.495 -1.015 0.0324 -0.5502 -1.8035
H 1.178 0.807 1.441 -0.0012 0.0324 -1.6968
H -0.933 2.214 0.652 -0.3650 -1.3013 1.2942
H -0.967 1.510 2.436 -0.8139 -1.5296 -3.1432
H -2.384 0.738 -0.075 -2.0106 0.9112 -1.2161
H -1.644 -1.063 -1.102 1.9994 0.6990 1.9841
H 0.137 -1.957 1.065 0.1050 0.9664 0.4251
N 1.114 -0.270 -1.578 3.1632 4.9054 0.7897
N -1.801 0.283 0.545 -1.2888 -2.6355 1.2243

=====

# 9
7
Properties=species:S:1:pos:R:3:forces:R:3 method="wB97M-V/def2-TZVPD" e_tot_ev=-14466.1269 max_force_ev_per_a=5.46 homo_energy_ha="-0.3192 / -0.3194" relative_energy_ev=3.677
C -0.222 -0.151 0.213 2.9440 -0.9909 -3.1946
O -4.445 -0.498 0.093 -2.6805 -2.2576 0.8948
O -1.395 -0.800 0.217 -4.3034 0.2588 1.0787
P -3.476 0.439 -0.286 5.4319 0.5615 -0.1793
H -0.305 0.417 -0.712 1.1797 0.7550 -0.3967
H 0.702 -0.954 -0.024 -2.1154 1.8343 0.7828
H 0.144 0.547 0.958 -0.4562 -0.1612 1.0144

=====

# 10
29
Properties=species:S:1:pos:R:3:forces:R:3 method="wB97M-V/def2-TZVPD" e_tot_ev=-15172.2384 smiles="C=C(CC)NC.O.O.O.O" max_force_ev_per_a=2.60 homo_energy_ha=-0.3120 relative_energy_ev=1.696
C -2.373 -0.483 2.211 -1.0293 -0.3476 0.5033
C -1.236 -0.357 1.220 -0.0932 -0.7675 0.2378
C -0.209 0.645 1.686 1.0955 0.2059 -2.3460
C 0.705 0.431 2.625 -0.3303 -0.3086 0.6946
C -1.090 2.521 0.364 -0.6759 1.9529 0.5228
N 0.024 1.665 0.701 0.0532 -0.4433 0.5874
H -2.060 -0.737 3.225 0.3634 0.0674 -0.0920
H -2.943 0.446 2.311 0.2215 0.1353 -0.1225
H -3.132 -1.236 1.972 0.2713 -0.0480 -0.3588
H -1.598 -0.192 0.205 -0.1506 0.8599 0.1411
H -0.723 -1.307 1.015 -0.0013 -0.0381 0.7355
H 1.547 1.086 2.810 -0.1328 0.2040 -0.0682
H 0.644 -0.439 3.268 -0.0418 -0.0337 -0.0690
H -1.244 3.324 1.112 0.1620 -0.2476 0.1231
H -2.085 2.085 0.310 0.3324 -0.7866 -0.1430
H -0.950 3.098 -0.551 0.2843 -0.4560 -0.2853
H 0.826 2.212 1.006 -0.2402 0.0840 -0.2001
H -0.154 -3.500 -1.969 0.4378 0.3774 0.0900
H 0.159 -2.456 -3.157 0.0507 -0.4491 0.6809
O -0.405 -3.185 -2.836 -0.3897 0.1512 -0.7818
H 1.034 1.739 -1.791 -0.6019 -0.0892 -0.5159
H 1.713 2.346 -2.969 0.0779 0.2383 -0.3857
O 0.866 1.960 -2.733 0.4462 -0.1733 0.9805
H 0.624 -0.110 -3.963 -0.2973 0.3405 0.1115
H 2.087 -0.382 -3.751 -0.2009 -0.2658 0.0522
O 1.244 -0.835 -3.885 0.3923 -0.1843 -0.0767
H 3.050 -3.129 -0.210 -0.3919 -0.2355 0.4087
H 2.558 -2.708 1.260 -0.1499 -0.4364 -0.3668
O 3.123 -2.501 0.512 0.5386 0.6938 -0.0574

=====

# 11
7
Properties=species:S:1:pos:R:3:forces:R:3 method="wB97M-V/def2-TZVPD" e_tot_ev=-11848.8309 smiles="O=[N+]([O-])N(O)F" max_force_ev_per_a=3.97 homo_energy_ha=-0.3988 relative_energy_ev=1.914
N -0.124 0.784 -0.479 2.6493 -0.1722 -1.2056
N 0.806 -0.644 -0.044 -3.4886 1.8837 0.1494
O 0.018 -1.499 0.132 -0.5866 -1.9133 0.4101
O 1.952 -0.615 -0.001 2.8040 0.6487 -0.1913
O -1.354 0.366 -0.448 -0.0597 2.1200 -0.8451
F 0.301 1.757 0.539 -1.2568 -1.4453 -0.1159
H -1.599 -0.149 0.300 -0.0615 -1.1215 1.7984

=====

# 12
17
Properties=species:S:1:pos:R:3:forces:R:3 method="wB97M-V/def2-TZVPD" e_tot_ev=-10338.5888 charge=+1 max_force_ev_per_a=2.72 spin_multiplicity=2 homo_energy_ha="-0.4976 / -0.4976" relative_energy_ev=2.302
C -0.881 -0.646 -0.270 -0.2194 2.4758 1.0967
C -1.259 0.398 -1.380 -0.6991 0.0378 -0.6486
C -0.160 0.764 -2.384 1.0093 0.3684 1.3122
N 1.111 0.892 -2.052 0.1582 -0.3187 -1.1339
O -0.419 0.977 -3.601 -0.7971 -0.4125 0.0822
N -2.165 -1.266 0.139 1.5234 -1.0752 -0.9559
H -0.560 -0.107 0.657 0.2552 -0.3196 -0.9295
H -0.007 -1.063 -0.777 -0.2190 -1.7182 0.8253
H -1.725 1.324 -1.038 0.0754 0.0428 0.0400
H -2.002 -0.106 -1.995 -0.3382 0.1185 -0.1262
H 1.781 0.897 -2.837 -0.2208 0.3616 0.8628
H 1.449 0.968 -1.104 -0.1703 -0.2026 0.0661
H -2.381 -1.902 -0.631 -0.5505 -0.1374 0.4761
H -2.095 -1.846 1.004 0.1822 0.7873 -0.9634
H 3.335 -0.114 6.031 -0.4972 0.3066 0.8081
H 3.201 0.313 4.694 -0.5461 0.6453 -0.3193
O 2.778 0.515 5.544 1.0540 -0.9598 -0.4927